Computed, not measured: a structure of composition C36H48N2O22S2 in a non-equilibrium geometry, with ωB97M-V/def2-TZVPD.

The geometry in ORCA input format:
```
! wB97M-V def2-TZVPD RIJCOSX def2/J DEFGRID3
* xyz 0 1
C -10.159 -3.445 0.335
C -9.082 -3.363 -0.723
O -8.166 -2.419 -0.229
S -7.892 -2.856 1.328
O -7.525 -1.768 2.208
O -6.954 -3.980 1.386
O -9.415 -3.447 1.562
H -10.719 -4.375 0.226
H -10.763 -2.555 0.512
H -9.518 -3.089 -1.684
H -8.522 -4.288 -0.861
C 4.609 8.636 -6.634
C 4.459 7.675 -7.813
O 4.412 6.366 -7.380
S 4.628 6.166 -5.733
O 5.872 5.485 -5.408
O 3.351 5.878 -5.044
O 4.869 7.807 -5.494
H 3.730 9.275 -6.545
H 5.538 9.206 -6.645
H 5.222 7.900 -8.558
H 3.541 7.967 -8.323
C 3.201 6.713 3.250
C 2.015 5.985 3.352
C 1.700 5.431 4.590
C 2.533 5.563 5.669
C 3.738 6.304 5.535
C 4.051 6.928 4.330
N 2.181 4.968 7.001
O 3.060 4.885 7.827
O 1.025 4.694 7.156
H 3.478 7.205 2.330
H 1.368 5.884 2.493
H 0.801 4.851 4.741
H 4.405 6.453 6.370
H 4.949 7.519 4.232
C -0.934 -0.691 -6.928
C -0.112 -0.544 -8.048
C -0.198 0.667 -8.807
C -1.069 1.689 -8.383
C -1.870 1.509 -7.174
C -1.718 0.318 -6.498
N -1.133 2.947 -9.084
O -1.823 3.902 -8.647
O -0.422 3.127 -10.061
H -0.964 -1.654 -6.440
H 0.484 -1.336 -8.475
H 0.383 0.722 -9.716
H -2.520 2.277 -6.782
H -2.162 0.274 -5.514
O 8.832 -2.417 1.546
C 8.921 -1.182 1.788
O 9.075 -0.671 3.047
C 8.979 0.816 3.033
C 8.582 1.190 1.630
C 8.898 -0.023 0.730
H 9.944 1.255 3.287
H 8.142 1.096 3.672
H 8.971 2.118 1.211
H 7.504 1.354 1.622
H 9.920 0.051 0.358
H 8.108 -0.177 -0.005
O -0.404 -10.408 0.230
C -1.510 -10.924 0.391
O -1.809 -12.169 0.124
C -3.125 -12.555 0.291
C -3.891 -11.304 0.600
C -2.735 -10.296 0.945
H -3.107 -13.299 1.087
H -3.705 -13.118 -0.441
H -4.621 -11.453 1.395
H -4.437 -10.915 -0.259
H -2.785 -10.185 2.028
H -2.912 -9.333 0.465
O 3.277 -2.156 6.743
C 3.406 -3.161 7.442
O 4.498 -4.001 7.377
C 4.177 -5.245 7.877
C 2.749 -5.193 8.274
C 2.337 -3.730 8.332
H 4.812 -5.410 8.747
H 4.313 -5.914 7.027
H 2.562 -5.727 9.206
H 2.005 -5.605 7.592
H 2.278 -3.418 9.374
H 1.326 -3.705 7.924
O -10.073 3.696 -1.131
C -9.007 4.173 -1.469
O -8.393 5.062 -0.674
C -7.435 5.817 -1.400
C -7.118 5.000 -2.583
C -8.222 3.987 -2.778
H -6.536 6.063 -0.835
H -7.749 6.809 -1.727
H -6.229 4.408 -2.362
H -6.787 5.694 -3.355
H -7.869 2.957 -2.808
H -8.777 4.237 -3.683
O -0.930 0.632 0.496
C -0.158 -0.268 0.847
O -0.534 -1.368 1.502
C 0.432 -2.367 1.568
C 1.497 -1.850 0.592
C 1.329 -0.350 0.721
H -0.010 -3.310 1.247
H 0.762 -2.452 2.603
H 1.266 -2.246 -0.397
H 2.520 -2.172 0.789
H 1.595 0.186 -0.190
H 1.887 0.110 1.536
*
```

Properties
LUMO level = -0.8 eV
Gap between HOMO and LUMO = 9.16 eV
HOMO energy = -0.366 Eh

Computed, not measured: the molecule C21H20N2O3S in a non-equilibrium geometry, with ωB97M-V/def2-TZVPD.

The geometry in ORCA input format:
```
! wB97M-V def2-TZVPD RIJCOSX def2/J DEFGRID3
* xyz 0 1
C -1.176 3.512 -2.391
C -0.244 3.703 -1.290
N -0.915 3.035 -0.128
C -1.783 3.831 0.696
C -3.178 3.315 0.498
C -0.419 1.757 0.354
O -0.506 1.391 1.523
O 0.046 0.875 -0.649
C 0.199 -0.463 -0.464
C 1.454 -1.037 -0.454
C 2.624 -0.310 -0.372
C 3.098 0.612 0.537
C 4.457 1.254 0.133
C 4.960 0.651 -1.024
S 3.892 -0.632 -1.558
O 1.695 -2.349 -0.714
C 1.164 -3.254 0.064
C 2.142 -4.120 0.578
C 1.853 -5.000 1.574
C 0.622 -5.067 2.170
C -0.362 -4.277 1.573
C -0.113 -3.363 0.506
N -1.135 -2.545 0.101
C -2.477 -2.987 0.004
C -3.229 -1.940 -0.155
C -2.429 -0.748 -0.313
C -1.108 -1.212 -0.275
H -2.173 3.962 -2.212
H -1.341 2.488 -2.748
H -0.864 4.067 -3.294
H 0.757 3.312 -1.505
H -0.059 4.789 -1.114
H -1.679 4.905 0.416
H -1.676 3.685 1.746
H -3.322 3.031 -0.551
H -3.339 2.411 0.981
H -3.968 4.106 0.730
H 2.619 0.995 1.421
H 4.937 2.137 0.612
H 5.895 0.977 -1.503
H 3.137 -3.891 0.209
H 2.670 -5.548 2.016
H 0.488 -5.759 3.006
H -1.363 -4.507 1.849
H -2.803 -3.982 0.153
H -4.249 -2.040 -0.171
H -2.797 0.231 -0.566
*
```

Properties
LUMO level = 0.2 eV
Gap between HOMO and LUMO = 7.92 eV
ΔE to the lowest compared entry with this formula, charge and spin = 104.7 kcal/mol
HOMO energy = -0.285 Eh

Computed, not measured: a structure of composition C3H6N2S2 in a non-equilibrium geometry, with ωB97M-V/def2-TZVPD.

The geometry in ORCA input format:
```
! wB97M-V def2-TZVPD RIJCOSX def2/J DEFGRID3
* xyz 0 3
C 0.798 2.828 0.507
C 1.854 -1.626 -1.626
C -1.980 -0.478 1.234
N 1.546 2.728 1.337
N -0.168 -0.545 -0.523
S 0.819 -0.320 -1.697
S -1.384 0.539 -0.147
H 2.705 -1.775 -2.349
H 2.032 -2.227 -0.658
H 0.115 2.888 -0.286
H -2.992 -0.140 1.511
H -1.060 -0.407 1.958
H -2.284 -1.464 0.739
*
```

Properties
LUMO level (alpha / beta) = 0.5 / -1.4 eV
⟨S²⟩ = 2.010
Gap between HOMO and LUMO (alpha / beta) = 7.17 / 8.18 eV
ΔE to the lowest compared entry with this formula, charge and spin = 42.2 kcal/mol
HOMO energy (alpha / beta) = -0.243 / -0.351 Eh

| no. | E_tot (hartree) |
| --- | --- |
| 1 | -3961.38218 |
| 2 | -1545.52522 |
| 3 | -1023.60165 |